The molecule C20H25ClN2O2. Source: the OMol25 dataset; level of theory: the ωB97M-V functional and the def2-TZVPD basis.

Last column: Mulliken charge in e.
Positions of all 50 atoms, in Å:
C 3.121366 -5.440269 1.852555  -1.023
C 3.983860 -4.785784 0.779474  -0.264
O 3.270431 -3.830112 0.007388  -0.557
C 2.837449 -2.716881 0.683039  0.366
C 3.686821 -1.665246 1.007889  0.542
Cl 5.361875 -1.762498 0.587998  -0.230
C 3.223742 -0.519542 1.634643  -1.013
C 1.880397 -0.409621 1.951846  -0.293
C 1.369609 0.832465 2.647530  -1.008
N -0.062308 0.982068 2.535363  -0.134
C -0.634454 1.477539 1.363894  0.716
C -1.920672 2.013006 1.403162  -1.070
C -2.551128 2.453797 0.259080  -0.610
C -1.913412 2.391684 -0.985436  0.895
N -2.550398 2.809833 -2.128512  0.124
C -3.708452 3.680098 -2.107832  -0.695
C -3.720566 4.341593 -3.486661  -0.705
C -3.014707 3.310270 -4.362196  -0.782
C -1.925202 2.785659 -3.431807  -0.819
C -0.624070 1.852170 -1.019364  -0.971
C 0.000479 1.402119 0.127573  -0.399
C 1.012556 -1.445299 1.636932  -0.137
C 1.469981 -2.590904 1.001676  0.705
O 0.686074 -3.641310 0.651487  -0.416
C -0.703083 -3.531718 0.845497  -0.950
H 2.838011 -4.710942 2.609175  0.258
H 3.676882 -6.243415 2.329502  0.433
H 2.217440 -5.843672 1.404141  0.220
H 4.868831 -4.327246 1.239404  0.248
H 4.311506 -5.527331 0.047250  0.351
H 3.912410 0.279372 1.861082  0.442
H 1.906400 1.707524 2.247478  0.349
H 1.618299 0.752063 3.710909  0.440
H -0.509561 1.335718 3.368053  0.243
H -2.437403 2.078929 2.351623  0.294
H -3.553249 2.845572 0.335876  0.402
H -3.636601 4.420769 -1.303923  0.411
H -4.622583 3.090358 -1.951112  0.283
H -4.728204 4.570249 -3.827736  0.358
H -3.142090 5.266177 -3.463395  0.298
H -2.610724 3.735076 -5.278785  0.374
H -3.703297 2.504963 -4.620047  0.299
H -1.614776 1.769391 -3.690930  0.395
H -1.039522 3.439490 -3.467066  0.376
H -0.091065 1.779962 -1.954029  0.377
H 0.992502 0.985341 0.050118  0.341
H -0.028118 -1.326774 1.888158  0.561
H -1.115479 -2.665517 0.319159  0.367
H -0.956642 -3.464961 1.908712  0.352
H -1.129153 -4.444213 0.431169  0.255

Forces on atoms 1 to 2 (eV/Å):
0.08 0.22 -0.34
0.13 -0.42 0.37

The SMILES is CCOc1c(Cl)cc(CNc2ccc(N3CCCC3)cc2)cc1OC. As for the charge: 0. For the relative energy (zero: lowest compared OMol25 entry of this formula, charge and spin), the calculation gives 39.43 kcal per mole. The value obtained for the total energy is -1497.27352 Ha.